Entry 1:
ORCA calculation (ωB97M-V/def2-TZVPD) on C17H31Cl2FeN2PSe as an isolated structure.

Atoms and positions in Å:
1 Fe 0.055 0.309 -0.107
2 Cl -1.369 2.304 -0.205
3 Cl 1.395 -1.582 -0.017
4 H -1.451 -0.313 -0.084
5 H 1.128 1.532 -0.170
6 P -0.016 0.377 -2.481
7 C 0.285 2.102 -3.194
8 C 1.118 -0.712 -3.485
9 C -1.786 0.038 -3.000
10 C 1.285 2.940 -2.409
11 H -0.691 2.572 -3.069
12 C 0.654 2.125 -4.675
13 H 1.706 1.895 -4.828
14 H 0.489 3.130 -5.063
15 H 0.073 1.444 -5.287
16 H 0.853 3.315 -1.489
17 H 1.581 3.799 -3.013
18 H 2.187 2.386 -2.163
19 H -2.280 0.883 -2.515
20 C -2.369 -1.237 -2.401
21 C -2.079 0.104 -4.491
22 H -2.055 1.118 -4.879
23 H -3.080 -0.287 -4.679
24 H -1.386 -0.504 -5.073
25 H -1.728 -1.666 -1.636
26 H -2.549 -1.995 -3.158
27 H -3.329 -1.008 -1.938
28 C 2.571 -0.443 -3.109
29 H 0.972 -0.390 -4.516
30 C 0.787 -2.197 -3.418
31 H 2.976 0.432 -3.610
32 H 3.184 -1.297 -3.399
33 H 2.678 -0.297 -2.039
34 H 0.733 -2.559 -2.397
35 H 1.570 -2.760 -3.928
36 H -0.150 -2.425 -3.917
37 C -2.125 0.461 4.203
38 N -0.786 -0.061 4.485
39 C 0.313 0.042 3.693
40 Se 0.396 1.042 2.268
41 N 1.418 -0.483 4.275
42 C 0.999 -0.908 5.478
43 C 1.758 -1.456 6.508
44 C 1.101 -1.751 7.716
45 C -0.282 -1.500 7.860
46 C -1.023 -0.947 6.798
47 C -0.341 -0.656 5.612
48 H -2.822 0.272 5.044
49 H -2.530 -0.031 3.293
50 H -2.072 1.556 4.033
51 H 2.397 -0.478 3.910
52 H 2.821 -1.624 6.395
53 H 1.662 -2.161 8.547
54 H -0.772 -1.718 8.800
55 H -2.076 -0.735 6.923

Total charge   -1
LUMO (alpha / beta)   2.5 / 2.5 eV
HOMO-LUMO gap (alpha / beta)   4.75 / 6.24 eV
HOMO (alpha / beta)   -2.235 / -3.730 eV
2S+1   6
F_max   3.50 eV Å⁻¹


Entry 2:
ORCA calculation (ωB97M-V/def2-TZVPD) on one molecule with the formula C7H10FP.

Atoms and positions in Å:
1 C -2.548 -0.414 -0.016
2 C -2.080 0.942 -0.033
3 C -1.714 -1.529 0.037
4 C -0.338 -1.460 0.154
5 C -0.721 1.256 -0.093
6 C 1.697 0.291 -1.391
7 C 1.781 0.260 1.476
8 F -0.339 2.532 -0.221
9 P 0.557 0.062 0.027
10 H -3.608 -0.715 -0.236
11 H -2.704 1.778 0.127
12 H -2.204 -2.513 -0.023
13 H 0.414 -2.294 0.026
14 H 2.119 1.379 -1.305
15 H 2.354 -0.610 -1.371
16 H 1.146 0.103 -2.314
17 H 1.929 -0.776 1.721
18 H 2.664 0.680 1.136
19 H 1.595 1.026 2.301

LUMO   0.8 eV
HOMO-LUMO gap   7.55 eV
Energy relative to the best compared isomer or geometry (same formula, charge and spin)   0.0 kJ/mol
HOMO   -6.793 eV
2S+1   1
SMILES   CP1(C)=CC=CC=C1F
F_max   2.89 eV Å⁻¹


Entry 3:
ORCA calculation (ωB97M-V/def2-TZVPD) on C33H59As3N6O7V as an isolated structure.

Atoms and positions in Å:
1 V -0.121 0.202 -1.227
2 O 0.942 -3.556 -2.168
3 C 0.931 -2.335 -2.220
4 O -0.050 -1.541 -2.141
5 C 2.231 -1.511 -2.428
6 C 2.103 -0.230 -3.293
7 C 3.383 0.325 -3.917
8 C 3.966 1.003 -2.662
9 C 3.019 0.572 -1.558
10 O 1.744 0.706 -2.250
11 C 3.015 -0.883 -1.195
12 C 2.372 -0.773 0.217
13 O 3.031 -1.045 1.244
14 O 1.188 -0.300 0.292
15 H 2.948 -2.164 -2.889
16 H 1.236 -0.267 -3.977
17 H 4.015 -0.464 -4.346
18 H 3.101 1.009 -4.750
19 H 5.009 0.668 -2.445
20 H 3.929 2.085 -2.748
21 H 3.058 1.218 -0.686
22 H 4.027 -1.313 -1.073
23 C -2.247 -1.591 4.974
24 As -0.825 -1.162 3.607
25 C 0.768 -0.919 4.733
26 C -0.250 -2.978 3.015
27 C -1.008 -3.795 1.987
28 C -2.428 -4.081 2.405
29 C -0.911 -3.168 0.578
30 As -2.136 -1.644 -0.031
31 C -3.838 -1.600 1.002
32 C -2.984 -2.531 -1.568
33 C -0.397 -5.154 1.997
34 As 1.487 -5.745 1.628
35 C 1.169 -6.366 -0.277
36 C 2.579 -4.207 1.105
37 H -2.264 -2.534 5.539
38 H -3.214 -1.572 4.419
39 H -2.247 -0.706 5.625
40 H 1.041 -1.792 5.333
41 H 0.478 -0.125 5.432
42 H 1.545 -0.634 3.977
43 H -0.265 -3.563 3.967
44 H 0.794 -2.684 2.806
45 H -3.101 -3.263 2.723
46 H -2.475 -4.645 3.380
47 H -2.983 -4.610 1.634
48 H -1.013 -4.008 -0.147
49 H 0.061 -2.718 0.489
50 H -4.457 -2.546 1.011
51 H -4.402 -0.782 0.504
52 H -3.587 -1.266 2.032
53 H -3.580 -3.394 -1.194
54 H -2.215 -2.882 -2.250
55 H -3.682 -1.793 -2.001
56 H -0.962 -5.762 1.294
57 H -0.681 -5.596 2.925
58 H 1.857 -5.742 -0.856
59 H 0.168 -6.075 -0.654
60 H 1.238 -7.411 -0.450
61 H 2.788 -3.555 1.898
62 H 2.007 -3.672 0.356
63 H 3.531 -4.586 0.751
64 C 0.331 3.574 -3.963
65 N -1.094 3.554 -3.630
66 C -1.799 4.642 -4.194
67 C -1.691 2.448 -3.074
68 O -1.093 1.359 -2.902
69 N -3.068 2.602 -2.756
70 C -3.773 1.336 -2.586
71 C -3.480 3.677 -1.826
72 H 0.438 3.478 -5.036
73 H 0.887 2.706 -3.590
74 H 0.811 4.437 -3.546
75 H -1.726 4.647 -5.284
76 H -1.343 5.572 -3.846
77 H -2.854 4.638 -3.870
78 H -3.303 0.793 -1.769
79 H -3.843 0.762 -3.533
80 H -4.867 1.611 -2.306
81 H -2.747 4.477 -1.815
82 H -3.528 3.276 -0.801
83 H -4.422 4.100 -2.117
84 N 0.299 3.966 0.974
85 C 0.523 2.916 0.084
86 N -0.514 2.182 -0.064
87 C -1.502 2.688 0.818
88 C -2.727 2.179 1.186
89 C -3.417 2.782 2.200
90 C -2.976 3.988 2.785
91 C -1.706 4.516 2.435
92 C -0.986 3.826 1.479
93 H 1.058 4.537 1.281
94 H 1.510 2.766 -0.365
95 H -3.032 1.244 0.782
96 H -4.367 2.345 2.441
97 H -3.541 4.345 3.629
98 H -1.247 5.352 2.930
99 C 5.478 3.204 0.252
100 N 4.594 2.202 0.844
101 C 3.468 2.637 1.446
102 N 2.725 1.687 2.149
103 O 3.126 3.843 1.369
104 H 5.984 2.700 -0.599
105 H 6.218 3.510 0.927
106 H 4.955 4.107 -0.077
107 H 5.062 1.502 1.393
108 H 2.786 0.684 2.001
109 H 1.957 2.050 2.667

LUMO (alpha / beta)   0.3 / 0.3 eV
HOMO-LUMO gap (alpha / beta)   7.21 / 7.76 eV
Energy relative to the best compared isomer or geometry (same formula, charge and spin)   94.3 kJ/mol
HOMO (alpha / beta)   -6.947 / -7.498 eV
2S+1   4
F_max   2.82 eV Å⁻¹


Entry 4:
ORCA calculation (ωB97M-V/def2-TZVPD) on C49H61N4O2P2Rb as an isolated structure.

Atoms and positions in Å:
1 Rb -0.120 0.116 0.016
2 C 2.975 -4.464 -2.307
3 C 1.895 -3.513 -1.778
4 C 0.759 -4.340 -1.161
5 P 2.215 -2.093 -0.581
6 C 3.440 -0.970 -1.448
7 C 4.722 -1.592 -1.998
8 C 2.740 -0.134 -2.509
9 C 3.348 -2.660 0.724
10 C 4.130 -3.805 0.787
11 C 5.014 -4.035 1.836
12 C 5.878 -5.273 1.893
13 C 5.118 -3.059 2.827
14 C 4.349 -1.913 2.800
15 C 3.414 -1.682 1.760
16 N 2.649 -0.569 1.626
17 C 2.263 0.161 2.709
18 C 1.975 -0.400 3.977
19 C 1.637 0.386 5.053
20 C 1.532 1.774 4.935
21 C 1.177 2.629 6.124
22 C 1.737 2.329 3.684
23 C 2.072 1.561 2.569
24 P 2.375 2.172 0.878
25 C 1.370 3.756 0.660
26 C -0.099 3.334 0.574
27 C 1.524 4.989 1.551
28 C 4.129 2.873 1.017
29 C 4.583 3.294 2.411
30 C 5.100 1.826 0.459
31 H 2.632 -4.912 -3.246
32 H 3.152 -5.282 -1.605
33 H 3.924 -3.970 -2.498
34 H 1.485 -2.965 -2.636
35 H 1.104 -4.816 -0.238
36 H 0.426 -5.125 -1.848
37 H -0.097 -3.712 -0.915
38 H 3.706 -0.318 -0.613
39 H 4.549 -2.036 -2.981
40 H 5.127 -2.349 -1.324
41 H 5.483 -0.813 -2.120
42 H 2.326 -0.760 -3.304
43 H 3.435 0.576 -2.968
44 H 1.926 0.430 -2.055
45 H 4.065 -4.549 0.002
46 H 5.506 -6.047 1.219
47 H 5.903 -5.685 2.905
48 H 6.911 -5.049 1.606
49 H 5.831 -3.208 3.636
50 H 4.457 -1.171 3.581
51 H 2.020 -1.478 4.085
52 H 1.416 -0.079 6.008
53 H 1.785 2.361 6.991
54 H 0.126 2.500 6.401
55 H 1.343 3.686 5.906
56 H 1.641 3.402 3.590
57 H 1.693 4.056 -0.346
58 H -0.428 2.882 1.513
59 H -0.237 2.595 -0.214
60 H -0.753 4.182 0.355
61 H 1.048 4.850 2.521
62 H 1.026 5.840 1.073
63 H 2.569 5.263 1.704
64 H 4.140 3.747 0.354
65 H 4.585 2.434 3.082
66 H 3.937 4.054 2.850
67 H 5.601 3.697 2.366
68 H 5.025 0.900 1.036
69 H 6.135 2.182 0.511
70 H 4.866 1.593 -0.581
71 C -1.284 -2.339 -3.320
72 C -0.381 -1.486 -4.166
73 C 0.448 -2.043 -5.129
74 C 1.268 -1.248 -5.919
75 C 1.251 0.127 -5.729
76 C 0.445 0.715 -4.766
77 C 0.480 2.197 -4.528
78 C -0.393 -0.091 -3.964
79 N -1.140 0.425 -2.923
80 C -2.103 1.293 -3.158
81 O -2.507 1.712 -4.267
82 C -2.784 1.853 -1.920
83 C -3.547 3.005 -2.086
84 C -4.222 3.528 -0.996
85 C -4.133 2.865 0.214
86 C -3.329 1.729 0.303
87 N -2.660 1.237 -0.740
88 C -3.272 1.062 1.665
89 O -4.330 1.068 2.334
90 N -2.092 0.580 2.009
91 C -1.901 0.128 3.312
92 C -1.965 1.006 4.418
93 C -2.244 2.465 4.201
94 C -1.756 0.520 5.700
95 C -1.461 -0.816 5.928
96 C -1.361 -1.671 4.844
97 C -1.577 -1.221 3.548
98 C -1.479 -2.188 2.398
99 H -1.140 -3.399 -3.538
100 H -2.328 -2.074 -3.497
101 H -1.092 -2.155 -2.261
102 H 0.448 -3.121 -5.268
103 H 1.913 -1.694 -6.667
104 H 1.894 0.759 -6.336
105 H 1.211 2.680 -5.180
106 H 0.740 2.404 -3.485
107 H -0.508 2.623 -4.712
108 H -3.599 3.444 -3.072
109 H -4.822 4.426 -1.095
110 H -4.668 3.192 1.094
111 H -1.491 2.901 3.539
112 H -2.235 3.011 5.147
113 H -3.218 2.597 3.726
114 H -1.832 1.205 6.540
115 H -1.296 -1.180 6.937
116 H -1.123 -2.719 5.004
117 H -1.667 -3.205 2.747
118 H -0.476 -2.161 1.957
119 H -2.204 -1.932 1.624

Total charge   -2
LUMO   3.8 eV
HOMO-LUMO gap   5.43 eV
HOMO   -1.608 eV
2S+1   1
F_max   0.95 eV Å⁻¹


Entry 5:
ORCA calculation (ωB97M-V/def2-TZVPD) on C27H27ClN5O3Pd as an isolated structure.

Atoms and positions in Å:
1 Pd 0.249 -0.373 0.460
2 C -3.567 -1.446 -1.171
3 C -4.376 -1.383 -0.028
4 C -3.794 -1.105 1.181
5 C -2.410 -0.880 1.275
6 N -1.666 -0.838 0.132
7 C -2.231 -1.147 -1.030
8 C -1.697 -0.726 2.511
9 C -2.288 -0.741 3.787
10 C -1.509 -0.623 4.909
11 C -0.124 -0.477 4.771
12 C 0.400 -0.464 3.496
13 N -0.345 -0.595 2.403
14 H -3.978 -1.690 -2.139
15 H -5.442 -1.550 -0.105
16 H -4.398 -1.047 2.076
17 H -1.558 -1.154 -1.884
18 H -3.360 -0.845 3.874
19 H -1.955 -0.648 5.895
20 H 0.523 -0.379 5.630
21 H 1.464 -0.348 3.328
22 Cl 1.701 -6.951 1.222
23 C 2.113 -5.258 1.123
24 C 1.163 -4.349 0.692
25 C 1.494 -3.002 0.643
26 C 2.755 -2.565 1.029
27 C 3.699 -3.502 1.433
28 C 3.388 -4.852 1.482
29 C 3.156 -1.083 1.069
30 O 4.351 -0.841 1.228
31 O 2.245 -0.184 1.007
32 H 0.179 -4.691 0.399
33 H 0.771 -2.235 0.316
34 H 4.682 -3.146 1.711
35 H 4.123 -5.580 1.796
36 C 0.525 -0.693 -4.073
37 C 0.932 0.668 -3.584
38 C 1.210 1.682 -4.473
39 C 1.571 2.954 -4.038
40 C 1.640 3.187 -2.668
41 C 1.359 2.218 -1.721
42 C 1.520 2.589 -0.273
43 C 0.982 0.875 -2.147
44 N 0.683 -0.185 -1.413
45 H 0.811 -0.836 -5.117
46 H -0.561 -0.836 -3.994
47 H 0.994 -1.456 -3.449
48 H 1.151 1.480 -5.540
49 H 1.802 3.738 -4.749
50 H 1.935 4.176 -2.327
51 H 1.511 3.676 -0.160
52 H 2.463 2.205 0.115
53 H 0.737 2.159 0.353
54 C -1.215 4.818 0.599
55 N -1.433 4.078 -0.622
56 C -1.579 2.715 -0.613
57 N -1.697 2.152 -1.860
58 O -1.680 2.067 0.421
59 H -1.927 5.642 0.683
60 H -0.200 5.220 0.652
61 H -1.358 4.128 1.427
62 H -1.154 4.517 -1.482
63 H -1.228 2.607 -2.629
64 H -1.553 1.155 -1.841

Total charge   -1
LUMO (alpha / beta)   1.5 / 1.5 eV
HOMO-LUMO gap (alpha / beta)   3.75 / 3.75 eV
HOMO (alpha / beta)   -2.297 / -2.296 eV
2S+1   1
F_max   2.59 eV Å⁻¹


Entry 6:
ORCA calculation (ωB97M-V/def2-TZVPD) on C43H53Br2N5O2S3Ti as an isolated structure.

Atoms and positions in Å:
1 Ti 1.091 -1.085 -1.020
2 C 0.072 -0.063 -3.830
3 N 0.995 -1.114 -3.361
4 C 2.404 -0.746 -3.729
5 C 3.479 -1.395 -2.890
6 N 3.346 -0.921 -1.454
7 C 3.831 0.486 -1.341
8 C 4.041 -1.770 -0.466
9 C 5.092 -2.607 -0.844
10 C 5.725 -3.394 0.098
11 C 5.342 -3.343 1.454
12 C 4.294 -2.542 1.828
13 C 3.617 -1.775 0.883
14 S 2.171 -0.915 1.348
15 C 0.824 -2.397 -3.927
16 C 0.463 -2.520 -5.240
17 C 0.434 -3.737 -5.927
18 C 0.895 -4.881 -5.205
19 C 1.187 -4.732 -3.871
20 C 1.139 -3.535 -3.151
21 S 1.394 -3.495 -1.425
22 H 0.378 0.387 -4.729
23 H 0.010 0.727 -3.093
24 H -0.947 -0.491 -3.975
25 H 2.467 0.306 -3.624
26 H 2.552 -0.982 -4.780
27 H 4.476 -1.124 -3.359
28 H 3.484 -2.489 -2.878
29 H 4.861 0.532 -1.688
30 H 3.816 0.712 -0.272
31 H 3.124 1.152 -1.808
32 H 5.451 -2.609 -1.871
33 H 6.480 -4.079 -0.279
34 H 5.894 -3.943 2.160
35 H 3.816 -2.473 2.826
36 H 0.136 -1.703 -5.836
37 H 0.091 -3.817 -6.931
38 H 0.935 -5.867 -5.654
39 H 1.407 -5.616 -3.288
40 C -3.474 0.501 -2.765
41 C -2.952 1.521 -1.844
42 C -3.818 2.371 -1.127
43 C -3.238 3.283 -0.290
44 C -1.805 3.312 -0.213
45 C -1.096 4.244 0.624
46 Br -2.086 5.642 1.471
47 C 0.238 4.257 0.629
48 C 0.995 3.278 -0.050
49 Br 2.874 3.505 -0.064
50 C 0.385 2.238 -0.727
51 O 1.012 1.268 -1.243
52 C -1.082 2.385 -0.918
53 N -1.703 1.481 -1.703
54 H -3.324 0.862 -3.748
55 H -4.560 0.353 -2.633
56 H -2.887 -0.416 -2.565
57 H -4.933 2.337 -1.188
58 H -3.867 3.912 0.317
59 H 0.677 5.113 1.147
60 C 0.616 5.858 7.493
61 C 1.077 5.868 6.054
62 N 1.713 4.582 5.688
63 C 1.386 3.931 4.548
64 S 2.536 3.205 3.608
65 N 0.091 3.796 4.162
66 C -1.110 4.125 4.901
67 C -2.281 3.327 4.370
68 H 0.282 6.824 7.815
69 H 1.415 5.527 8.238
70 H -0.196 5.124 7.563
71 H 1.768 6.671 5.850
72 H 0.250 6.035 5.411
73 H 2.724 4.523 5.735
74 H 0.009 3.306 3.308
75 H -1.355 5.182 4.848
76 H -0.873 3.882 5.970
77 H -2.557 3.663 3.361
78 H -3.132 3.528 5.022
79 H -2.103 2.236 4.426
80 C -2.546 -2.989 -3.603
81 C -1.923 -3.099 -2.201
82 C -1.837 -4.600 -1.816
83 C -2.704 -2.363 -1.120
84 C -4.067 -2.609 -0.882
85 C -4.705 -2.074 0.241
86 C -3.932 -1.461 1.234
87 C -2.546 -1.283 1.115
88 C -1.695 -0.903 2.323
89 C -0.885 0.361 2.082
90 C -0.835 -2.058 2.886
91 C -1.947 -1.603 -0.166
92 O -0.662 -1.344 -0.522
93 H -1.889 -3.501 -4.319
94 H -2.661 -1.959 -3.931
95 H -3.528 -3.525 -3.595
96 H -0.937 -2.684 -2.071
97 H -2.855 -5.027 -1.583
98 H -1.254 -4.653 -0.890
99 H -1.302 -5.146 -2.596
100 H -4.752 -3.221 -1.567
101 H -5.748 -2.189 0.384
102 H -4.456 -1.119 2.138
103 H -2.373 -0.689 3.157
104 H -0.308 0.255 1.145
105 H -0.200 0.610 2.866
106 H -1.570 1.228 1.924
107 H 0.058 -2.253 2.279
108 H -1.373 -3.011 2.861
109 H -0.450 -1.874 3.893

Total charge   -1
LUMO (alpha / beta)   2.2 / 2.2 eV
HOMO-LUMO gap (alpha / beta)   6.55 / 6.68 eV
Energy relative to the best compared isomer or geometry (same formula, charge and spin)   142.5 kJ/mol
HOMO (alpha / beta)   -4.394 / -4.530 eV
2S+1   2
F_max   3.33 eV Å⁻¹


Entry 7:
ORCA calculation (ωB97M-V/def2-TZVPD) on a 2-piece molecular cluster, C2H4IPS overall.

Atoms and positions in Å:
1 C 0.758 0.634 0.088
2 C -0.263 0.761 -0.951
3 P 0.648 -2.095 0.713
4 S 1.697 1.590 0.877
5 I -1.774 -2.109 1.212
6 H -0.183 1.564 -1.698
7 H -1.312 0.945 -0.422
8 H -0.511 -0.120 -1.525
9 H 0.940 -1.172 1.706

LUMO (alpha / beta)   -0.7 / -1.0 eV
HOMO-LUMO gap (alpha / beta)   7.28 / 6.83 eV
Energy relative to the best compared isomer or geometry (same formula, charge and spin)   244.6 kJ/mol
HOMO (alpha / beta)   -7.990 / -7.875 eV
2S+1   1
F_max   3.17 eV Å⁻¹